# 1
The following is a quantum chemistry calculation of a cluster of 2 separate species, CH6NS in total, from the Open Molecules 2025 dataset.

Structure (ORCA input):
```
! RIJCOSX wB97M-V def2-TZVPD def2/J DEFGRID3
* xyz -1 1
S -1.856 0.225 0.868
H -1.612 -1.071 1.115
C 1.972 -0.255 -1.482
N 1.417 -0.098 -0.163
H 2.558 -1.188 -1.567
H 2.666 0.527 -1.820
H 1.183 -0.353 -2.229
H 1.853 0.573 0.431
H 0.413 0.117 -0.165
*
```

Calculated values
DFT total energy: -494.658314 a.u.
Relative energy (zero: lowest compared OMol25 entry of this formula, charge and spin): 16.31 kJ/mol
LUMO energy: 4.11 eV
Maximum force: 0.80 eV Å⁻¹
Frontier orbital gap: 6.7 eV

=====

# 2
The following is a quantum chemistry calculation of a cluster of 2 separate species, CH6NS in total at a distorted geometry, from the Open Molecules 2025 dataset.

Structure (ORCA input):
```
! RIJCOSX wB97M-V def2-TZVPD def2/J DEFGRID3
* xyz 1 1
C -2.044 0.433 -0.486
N -1.396 -0.026 0.563
S 2.895 -0.377 0.131
H -2.276 1.606 -0.577
H -2.413 -0.239 -1.283
H -1.190 -1.045 0.471
H 3.988 -0.281 0.838
H -1.107 0.742 1.180
H 3.544 -0.813 -0.838
*
```

Calculated values
DFT total energy: -494.315166 a.u.
Relative energy (zero: lowest compared OMol25 entry of this formula, charge and spin): 107.07 kJ/mol
LUMO energy: -6.15 eV
Maximum force: 4.43 eV Å⁻¹
Frontier orbital gap: 6.6 eV

=====

# 3
The following is a quantum chemistry calculation of a cluster of 2 separate species, CH6O2 in total at a distorted geometry, from the Open Molecules 2025 dataset.

Structure (ORCA input):
```
! RIJCOSX wB97M-V def2-TZVPD def2/J DEFGRID3
* xyz 0 1
C -0.957 -1.220 -2.016
O -0.131 -1.540 -0.882
H -2.000 -0.973 -1.755
H -0.961 -2.080 -2.706
H -0.509 -0.355 -2.533
H 0.786 -1.701 -1.188
O 1.101 2.660 4.061
H 1.741 3.261 3.617
H 0.931 1.949 3.402
*
```

Calculated values
DFT total energy: -192.146872 a.u.
SMILES: CO.O
Relative energy (zero: lowest compared OMol25 entry of this formula, charge and spin): 29.71 kJ/mol
LUMO energy: 0.77 eV
Maximum force: 1.24 eV Å⁻¹
Frontier orbital gap: 11.3 eV

=====

# 4
The following is a quantum chemistry calculation of a cluster of 2 separate species, CH6O2 in total at a distorted geometry, from the Open Molecules 2025 dataset.

Structure (ORCA input):
```
! RIJCOSX wB97M-V def2-TZVPD def2/J DEFGRID3
* xyz 0 1
C 0.869 0.008 0.987
O -0.344 0.015 0.205
H 1.308 -1.003 1.029
H 0.724 0.371 2.019
H 1.578 0.679 0.474
H -0.986 -0.486 0.750
O -0.914 0.415 -2.079
H -0.867 0.434 -1.096
H -1.367 -0.433 -2.289
*
```

Calculated values
DFT total energy: -192.140753 a.u.
SMILES: CO.O
Relative energy (zero: lowest compared OMol25 entry of this formula, charge and spin): 45.78 kJ/mol
LUMO energy: 0.59 eV
Maximum force: 3.42 eV Å⁻¹
Frontier orbital gap: 10.7 eV

=====

# 5
The following is a quantum chemistry calculation of a cluster of 2 separate species, CH6O2 in total at a distorted geometry, from the Open Molecules 2025 dataset.

Structure (ORCA input):
```
! RIJCOSX wB97M-V def2-TZVPD def2/J DEFGRID3
* xyz 0 1
C 0.695 0.509 -0.878
O -0.226 -0.436 -0.383
H 0.256 1.432 -1.080
H 1.470 0.599 -0.127
H 1.133 0.093 -1.834
H -0.705 -0.859 -1.093
O -1.147 -0.412 2.102
H -0.237 -0.702 2.134
H -1.238 -0.224 1.160
*
```

Calculated values
DFT total energy: -192.150338 a.u.
SMILES: CO.O
Relative energy (zero: lowest compared OMol25 entry of this formula, charge and spin): 20.61 kJ/mol
LUMO energy: 0.67 eV
Maximum force: 2.84 eV Å⁻¹
Frontier orbital gap: 11.4 eV

=====

# 6
The following is a quantum chemistry calculation of a cluster of 2 separate species, CH6O2 in total at a distorted geometry, from the Open Molecules 2025 dataset.

Structure (ORCA input):
```
! RIJCOSX wB97M-V def2-TZVPD def2/J DEFGRID3
* xyz 0 1
C 0.000 0.000 0.000
O 0.527 1.168 -0.609
H 0.776 -0.781 -0.060
H -0.916 -0.376 -0.486
H -0.220 0.196 1.063
H 0.880 0.894 -1.481
O -2.902 0.046 -5.074
H -2.573 -0.775 -5.504
H -2.102 0.611 -4.974
*
```

Calculated values
DFT total energy: -192.147788 a.u.
SMILES: CO.O
Relative energy (zero: lowest compared OMol25 entry of this formula, charge and spin): 27.31 kJ/mol
LUMO energy: 0.56 eV
Maximum force: 1.25 eV Å⁻¹
Frontier orbital gap: 11.0 eV

=====

# 7
The following is a quantum chemistry calculation of a cluster of 3 separate species, CH6O3 in total at a distorted geometry, from the Open Molecules 2025 dataset.

Structure (ORCA input):
```
! RIJCOSX wB97M-V def2-TZVPD def2/J DEFGRID3
* xyz 0 1
C 1.701 -1.179 -0.543
O 2.383 -0.211 -0.357
H 1.371 -1.253 -1.589
H 1.377 -1.957 0.153
O 1.653 3.338 -1.770
H 1.188 2.677 -1.238
H 2.177 2.763 -2.322
O -4.974 -2.056 2.445
H -4.954 -2.644 3.177
H -4.129 -1.602 2.502
*
```

Calculated values
DFT total energy: -267.371280 a.u.
SMILES: C=O.O.O
Relative energy (zero: lowest compared OMol25 entry of this formula, charge and spin): 42.04 kJ/mol
LUMO energy: 0.52 eV
Maximum force: 2.02 eV Å⁻¹
Frontier orbital gap: 11.1 eV

=====

# 8
The following is a quantum chemistry calculation of the molecule CH6O3Si at a distorted geometry, from the Open Molecules 2025 dataset.

Structure (ORCA input):
```
! RIJCOSX wB97M-V def2-TZVPD def2/J DEFGRID3
* xyz 0 1
O -0.167 0.344 1.697
C -0.911 -0.226 0.710
O -2.228 0.178 0.545
O -0.255 -0.022 -0.789
Si 1.325 -0.123 -1.031
H -0.090 1.254 1.456
H -0.842 -1.320 0.901
H -2.174 0.511 -0.317
H 1.901 0.745 -0.047
H 1.810 0.209 -2.485
H 1.631 -1.550 -0.639
*
```

Calculated values
DFT total energy: -556.892481 a.u.
SMILES: OC(O)O[SiH3]
Relative energy (zero: lowest compared OMol25 entry of this formula, charge and spin): 472.71 kJ/mol
LUMO energy: 0.69 eV
Maximum force: 4.31 eV Å⁻¹
Frontier orbital gap: 11.4 eV

=====

# 9
The following is a quantum chemistry calculation of the molecule CH6OP2 at a distorted geometry, from the Open Molecules 2025 dataset.

Structure (ORCA input):
```
! RIJCOSX wB97M-V def2-TZVPD def2/J DEFGRID3
* xyz 0 1
O 0.162 1.156 -0.561
C 1.133 0.090 -0.373
P 0.096 -1.408 0.810
P -1.731 -0.240 0.958
H -0.621 0.770 -0.998
H 1.395 -0.452 -1.299
H 1.957 0.464 0.173
H 0.709 -1.052 1.935
H -2.565 -1.248 1.238
H -1.943 0.355 2.178
*
```

Calculated values
DFT total energy: -799.562027 a.u.
SMILES: OC[PH]#[PH2]
Relative energy (zero: lowest compared OMol25 entry of this formula, charge and spin): 199.97 kJ/mol
LUMO energy: 0.90 eV
Maximum force: 3.87 eV Å⁻¹
Frontier orbital gap: 9.9 eV

=====

# 10
The following is a quantum chemistry calculation of the molecule CH6OP2S at a distorted geometry, from the Open Molecules 2025 dataset.

Structure (ORCA input):
```
! RIJCOSX wB97M-V def2-TZVPD def2/J DEFGRID3
* xyz 0 3
C 0.290 -1.619 -0.192
O -2.039 1.085 0.449
P -0.870 1.371 -0.864
P 0.946 0.151 -0.088
S 2.572 0.724 -0.973
H -0.408 -1.814 0.599
H -0.275 -1.944 -1.069
H 1.200 -2.355 -0.091
H -1.692 1.558 1.220
H -0.560 2.700 -0.260
H 0.836 0.145 1.268
*
```

Calculated values
DFT total energy: -1197.672619 a.u.
Relative energy (zero: lowest compared OMol25 entry of this formula, charge and spin): 145.79 kJ/mol
LUMO energy (spin up / spin down): 0.59 / -3.57 eV
Maximum force: 2.87 eV Å⁻¹
Frontier orbital gap (spin up / spin down): 5.7 / 6.1 eV
<S²>: 2.017

=====

Number 3 is which compound?
CH6O2

=====

Which of these has the highest maximum force?
number 2

=====

Repeat the tenth record exactly.
The following is a quantum chemistry calculation of the molecule CH6OP2S at a distorted geometry, from the Open Molecules 2025 dataset.

Structure (ORCA input):
```
! RIJCOSX wB97M-V def2-TZVPD def2/J DEFGRID3
* xyz 0 3
C 0.290 -1.619 -0.192
O -2.039 1.085 0.449
P -0.870 1.371 -0.864
P 0.946 0.151 -0.088
S 2.572 0.724 -0.973
H -0.408 -1.814 0.599
H -0.275 -1.944 -1.069
H 1.200 -2.355 -0.091
H -1.692 1.558 1.220
H -0.560 2.700 -0.260
H 0.836 0.145 1.268
*
```

Calculated values
DFT total energy: -1197.672619 a.u.
Relative energy (zero: lowest compared OMol25 entry of this formula, charge and spin): 145.79 kJ/mol
LUMO energy (spin up / spin down): 0.59 / -3.57 eV
Maximum force: 2.87 eV Å⁻¹
Frontier orbital gap (spin up / spin down): 5.7 / 6.1 eV
<S²>: 2.017

=====

Look up the DFT total energy of the seventh one.
-267.371280 a.u.